# 1
{"formula": "C22H28N4O4", "method": "ωB97M-V with the def2-TZVPD basis set", "smiles": "COc1ccc(CC(=O)N/N=C(\\C)CC(=O)Nc2ccc(N(C)C)cc2)cc1OC", "charge": 0, "e_tot_ev": -37417.8267, "de_lowest_ev": 3.1087, "gap_ev": 7.4, "homo_ha": -0.254, "species": ["C", "O", "C", "C", "C", "C", "C", "C", "O", "N", "N", "C", "C", "C", "C", "O", "N", "C", "C", "C", "C", "N", "C", "C", "C", "C", "C", "C", "O", "C", "H", "H", "H", "H", "H", "H", "H", "H", "H", "H", "H", "H", "H", "H", "H", "H", "H", "H", "H", "H", "H", "H", "H", "H", "H", "H", "H", "H"], "positions_angstrom": [[2.91899, 3.67629, 1.44390], [2.05053, 2.70102, 1.96268], [0.75473, 2.66325, 1.51376], [0.25730, 3.53488, 0.55443], [-1.04847, 3.44754, 0.10224], [-1.89815, 2.47610, 0.60309], [-3.30455, 2.31345, 0.08865], [-3.28855, 1.11669, -0.85181], [-3.66481, 0.01161, -0.55035], [-2.73648, 1.41462, -2.06819], [-2.47715, 0.39568, -2.91484], [-1.73421, 0.46461, -3.94113], [-1.00677, 1.65917, -4.48338], [-1.47141, -0.84970, -4.61040], [-0.44123, -1.60798, -3.73838], [0.65707, -1.90027, -4.16044], [-0.92930, -1.85266, -2.50829], [-0.24668, -2.29256, -1.36391], [0.98276, -2.93489, -1.40712], [1.60974, -3.31564, -0.23614], [1.03083, -3.07425, 1.01389], [1.62088, -3.49371, 2.19238], [2.76945, -4.36173, 2.16117], [1.52683, -2.69106, 3.38875], [-0.22098, -2.44376, 1.03689], [-0.84441, -2.05771, -0.12743], [-1.41072, 1.60699, 1.56770], [-0.10932, 1.68622, 2.04792], [0.20077, 0.76370, 3.00234], [1.29105, 0.97358, 3.87419], [2.56691, 4.69000, 1.66194], [3.87116, 3.51230, 1.94664], [3.05795, 3.56080, 0.36423], [0.89494, 4.29861, 0.13921], [-1.39583, 4.15776, -0.63509], [-3.98856, 2.09154, 0.90697], [-3.63673, 3.21119, -0.43351], [-2.34583, 2.34129, -2.22538], [-1.03355, 2.51197, -3.80747], [0.03187, 1.38767, -4.66328], [-1.44719, 1.95642, -5.43501], [-1.05460, -0.71903, -5.60709], [-2.38093, -1.44723, -4.65834], [-1.84348, -1.45040, -2.31139], [1.45571, -3.11868, -2.35772], [2.57331, -3.79422, -0.30787], [2.88424, -4.81413, 3.14712], [2.61230, -5.15975, 1.43734], [3.70154, -3.83319, 1.91463], [1.14265, -3.28958, 4.22094], [2.51528, -2.30752, 3.67004], [0.86898, -1.84224, 3.22959], [-0.72162, -2.26624, 1.97530], [-1.80950, -1.57283, -0.08603], [-2.04476, 0.83486, 1.97355], [1.15584, 0.25528, 4.68327], [2.24657, 0.79102, 3.37878], [1.28561, 1.98482, 4.28649]], "forces_ev_per_a": [[0.151, 0.156, -0.089], [-0.451, -0.292, 0.024], [0.147, -0.011, 0.070], [0.183, 0.006, 0.032], [-0.097, -0.059, 0.069], [0.128, 0.237, 0.098], [0.061, -0.301, 0.003], [-0.238, 0.298, 0.126], [-0.073, -0.222, 0.215], [0.337, 0.687, -0.613], [-0.259, -0.512, -0.137], [-0.219, 0.529, 0.061], [-0.152, 0.022, 0.266], [0.260, -0.285, 0.101], [-0.431, 0.198, -0.489], [0.375, -0.104, -0.021], [-0.405, -0.150, 0.285], [0.353, -0.159, 0.151], [-0.177, 0.088, -0.224], [0.025, 0.015, 0.342], [-0.156, 0.023, -0.348], [0.178, -0.210, 0.313], [-0.113, 0.040, -0.062], [-0.057, -0.071, 0.043], [0.101, 0.000, -0.013], [0.118, -0.002, -0.142], [0.217, 0.093, 0.024], [-0.102, 0.005, 0.013], [-0.150, 0.042, -0.426], [0.346, -0.031, 0.366], [0.004, -0.041, -0.026], [-0.040, 0.059, -0.070], [-0.019, 0.018, 0.037], [0.105, 0.051, 0.004], [-0.065, 0.080, -0.072], [-0.046, 0.003, -0.126], [-0.008, 0.028, 0.020], [-0.059, -0.305, 0.095], [0.051, 0.069, -0.022], [0.083, 0.028, -0.029], [0.010, 0.026, -0.063], [0.023, -0.085, 0.067], [-0.054, 0.068, -0.057], [0.196, -0.042, -0.123], [0.015, -0.007, -0.047], [0.097, -0.048, 0.027], [0.050, -0.020, -0.023], [0.068, -0.041, -0.003], [0.045, -0.016, -0.019], [0.021, 0.100, 0.070], [0.003, 0.060, 0.030], [-0.011, 0.033, 0.037], [-0.054, -0.003, 0.107], [-0.139, 0.071, 0.013], [-0.090, -0.129, 0.099], [0.016, 0.053, -0.034], [-0.101, 0.012, 0.085], [-0.003, -0.053, -0.014]]}


# 2
{"formula": "C7H36O12", "method": "ωB97M-V with the def2-TZVPD basis set", "smiles": "C/C=C/CCCCO.O.O.O.O.O.O.O.O.O.O.O", "charge": 0, "e_tot_ev": -32414.5566, "de_lowest_ev": 0.1989, "gap_ev": 8.9, "homo_ha": -0.324, "species": ["C", "C", "C", "C", "C", "C", "C", "O", "H", "H", "H", "H", "H", "H", "H", "H", "H", "H", "H", "H", "H", "H", "O", "H", "H", "O", "H", "H", "O", "H", "H", "O", "H", "H", "O", "H", "H", "O", "H", "H", "O", "H", "H", "O", "H", "H", "O", "H", "H", "O", "H", "H", "O", "H", "H"], "positions_angstrom": [[1.77858, -2.08946, 1.69684], [0.37035, -2.52533, 1.45739], [-0.34153, -2.25052, 0.36929], [-1.77182, -2.70248, 0.22903], [-2.51948, -2.08174, -0.97115], [-2.68471, -0.57523, -0.84682], [-3.87291, -0.21387, 0.01315], [-3.99832, 1.21225, 0.16486], [2.45111, -2.90918, 1.89436], [1.77996, -1.38725, 2.53616], [2.19997, -1.55003, 0.80537], [-0.06489, -3.14618, 2.25230], [0.09157, -1.64787, -0.41671], [-1.78827, -3.78322, 0.09682], [-2.32476, -2.42659, 1.11700], [-1.98220, -2.31113, -1.90281], [-3.51342, -2.59070, -1.06546], [-2.82864, -0.11973, -1.84207], [-1.74216, -0.13938, -0.45018], [-4.81010, -0.54527, -0.39502], [-3.75957, -0.60958, 1.05806], [-3.92744, 1.67817, -0.67708], [1.15690, 2.25584, 0.24548], [1.71663, 1.63763, -0.28967], [1.71344, 3.05826, 0.31225], [0.07677, 2.79538, -2.19479], [0.38941, 2.65224, -1.26973], [0.26250, 3.72076, -2.40250], [-1.97091, 2.21277, 1.58417], [-1.19475, 2.19320, 1.01968], [-2.74192, 1.85092, 1.06249], [-1.34176, 0.51932, 3.47963], [-1.62812, 1.12208, 2.75883], [-1.56346, 0.95718, 4.30448], [3.15152, 1.21575, -1.28618], [2.71765, 1.19896, -2.16402], [3.68091, 0.35524, -1.21676], [1.68622, 1.09289, -3.55522], [1.93142, 1.52003, -4.38249], [0.97912, 1.65057, -3.14681], [2.40384, -1.54388, -3.29802], [1.67894, -2.03201, -2.90351], [2.06738, -0.64109, -3.42179], [-2.73458, -1.73292, 2.71500], [-2.66342, -2.30691, 3.48121], [-2.22603, -0.93234, 2.92388], [1.29946, 1.21880, 2.80202], [1.24888, 1.58726, 1.89360], [0.41035, 0.92302, 3.10904], [4.22753, -1.21199, -1.38876], [3.59046, -1.41780, -2.13525], [3.94946, -1.76878, -0.65290], [3.31995, 3.72451, -0.33616], [3.46980, 2.83129, -0.72212], [4.19508, 4.00816, -0.04839]], "forces_ev_per_a": [[0.100, 1.001, -0.805], [0.281, -0.328, -0.214], [-0.441, -0.242, 0.701], [-0.211, 0.191, -1.214], [-0.022, -0.807, -0.205], [0.186, 0.167, -0.374], [0.584, 0.516, 1.159], [0.050, 0.424, 0.330], [0.152, -0.410, 0.292], [0.312, -0.054, -0.071], [-0.493, -0.276, 0.722], [-0.042, 0.308, -0.287], [0.201, 0.148, -0.220], [-0.081, -0.183, 0.126], [0.188, -0.418, -0.042], [-0.061, 0.023, 0.124], [0.649, 0.490, 0.042], [0.007, -0.129, 0.185], [-0.572, -0.112, 0.001], [-0.340, -0.608, -0.312], [-0.210, 0.314, -1.035], [-0.078, -0.355, -0.107], [-0.287, -0.049, -0.595], [0.104, 0.255, 0.574], [0.111, -0.238, 0.100], [-0.012, 0.025, -0.120], [-0.148, 0.190, -0.068], [-0.029, -0.199, 0.124], [-0.551, -0.174, -0.065], [0.211, 0.044, -0.242], [0.538, 0.284, 0.185], [0.091, -0.507, 0.298], [-0.113, 0.516, -0.123], [-0.082, 0.069, 0.058], [0.289, -0.708, -0.055], [0.369, -0.025, 0.141], [-0.532, 0.728, -0.023], [-0.218, 0.089, -0.229], [-0.011, -0.013, 0.029], [0.017, 0.119, -0.070], [0.077, -0.151, -0.091], [-0.200, -0.175, 0.017], [-0.155, 0.138, -0.111], [-0.551, 0.033, 0.552], [0.035, 0.074, 0.101], [0.205, 0.076, 0.407], [-0.160, -0.104, 0.118], [-0.369, -0.396, 0.775], [0.737, 0.342, -0.617], [-0.305, -0.145, -0.347], [0.524, -0.022, 0.546], [0.070, 0.017, -0.013], [0.390, -0.056, -0.185], [0.010, 0.197, 0.050], [-0.212, 0.105, 0.081]]}


# 3
{"formula": "C7H11N5", "method": "ωB97M-V with the def2-TZVPD basis set", "smiles": "NC(=[NH2+])N1[NH2+]Nc2ccccc21", "charge": 2, "e_tot_ev": -14867.6155, "de_lowest_ev": 3.1957, "gap_ev": 8.9, "homo_ha": -0.608, "species": ["N", "C", "N", "N", "N", "N", "C", "C", "C", "C", "C", "C", "H", "H", "H", "H", "H", "H", "H", "H", "H", "H", "H"], "positions_angstrom": [[3.21216, 0.03851, 0.11206], [1.90711, -0.47412, 0.13424], [1.80886, -1.74878, 0.24657], [0.89949, 0.34598, -0.32877], [1.01224, 1.76944, -0.27866], [-0.47617, 2.28799, -0.04482], [-1.29242, 1.04430, -0.07661], [-2.63806, 0.87149, 0.32256], [-3.14551, -0.43923, 0.29183], [-2.42429, -1.53263, -0.23735], [-1.01868, -1.38289, -0.38257], [-0.53267, -0.08474, -0.41515], [3.45617, 0.99208, 0.43015], [3.88336, -0.62989, 0.57914], [0.99175, -2.32844, 0.17189], [2.61506, -2.37736, 0.23644], [1.40182, 2.19086, -1.17804], [1.58243, 2.11464, 0.54122], [-0.72198, 3.00862, -0.63790], [-3.20095, 1.68381, 0.68046], [-4.04488, -0.57834, 0.72362], [-2.79442, -2.48652, -0.15831], [-0.48042, -2.28478, -0.73201]], "forces_ev_per_a": [[-0.242, -0.975, 1.791], [2.553, 3.136, -1.839], [-0.143, -2.488, 0.235], [-0.426, -1.560, 0.230], [-1.628, 1.172, -0.278], [1.341, -4.299, 2.674], [-0.025, -0.029, -0.286], [2.166, -1.036, -0.831], [3.157, 0.523, -1.834], [2.044, 3.188, 1.940], [-1.233, -0.451, -1.799], [0.818, 1.401, 1.417], [-0.500, -0.723, -0.443], [-0.809, 1.079, -0.814], [-0.624, 0.625, 0.073], [0.201, 0.790, 0.273], [-0.488, -0.754, 0.991], [-0.833, -0.388, -0.752], [-0.143, 1.776, -2.179], [-0.689, 0.832, 0.415], [-3.140, -0.575, 0.958], [-1.056, -2.064, -0.232], [-0.300, 0.823, 0.288]]}


# 4
{"formula": "C5H7N5O2", "method": "ωB97M-V with the def2-TZVPD basis set", "smiles": "Nc1nc(=O)c(NC=O)c(N)[nH]1", "charge": 0, "e_tot_ev": -16843.5149, "de_lowest_ev": 1.3120, "gap_ev": 8.7, "homo_ha": -0.303, "species": ["N", "C", "N", "C", "O", "C", "N", "C", "O", "C", "N", "N", "H", "H", "H", "H", "H", "H", "H"], "positions_angstrom": [[1.91117, -0.67576, -2.63330], [0.86838, -0.56745, -1.75676], [-0.01296, -1.48850, -1.68670], [-1.01621, -1.21016, -0.76866], [-1.85217, -2.05806, -0.60061], [-0.82492, -0.10429, 0.30747], [-1.52919, -0.31137, 1.46495], [-1.27366, 0.02992, 2.80783], [-0.59695, 0.97490, 3.20289], [0.12379, 0.82438, -0.00977], [0.51704, 1.87422, 0.66944], [0.82653, 0.63705, -1.15790], [1.82175, -1.50579, -3.12802], [2.88827, -0.34135, -2.33637], [-1.93929, -1.21254, 1.40526], [-1.88315, -0.32825, 3.65619], [-0.05289, 2.54393, 0.22396], [0.35926, 1.81321, 1.69468], [1.66520, 1.10592, -1.35458]], "forces_ev_per_a": [[2.123, 1.876, 1.150], [0.384, 0.449, -1.427], [-0.337, 0.793, 0.384], [1.107, -0.641, 1.956], [-1.775, -0.244, 0.461], [1.992, -0.199, -3.263], [-0.217, -0.025, 3.194], [-0.252, 2.318, -0.332], [0.656, -0.480, -1.045], [-1.882, -4.489, 0.198], [1.433, 2.779, 2.940], [-0.168, -1.171, -0.870], [0.527, -1.698, -1.087], [-2.298, -1.029, -0.756], [-1.024, -0.938, -0.205], [-0.363, -1.369, -1.153], [-0.325, 2.335, 0.270], [-0.344, 0.142, -0.884], [0.764, 1.590, 0.467]]}


# 5
{"formula": "C15H19Br3Cl6F7LiMgN6O16PS4", "method": "ωB97M-V with the def2-TZVPD basis set", "charge": -1, "e_tot_ev": -420116.0438, "gap_ev": 4.1, "homo_ha": -0.203, "species": ["O", "C", "Cl", "C", "N", "S", "S", "O", "O", "F", "H", "H", "H", "C", "Cl", "Cl", "Cl", "H", "Mg", "C", "Br", "Br", "Br", "H", "C", "O", "N", "N", "H", "H", "H", "H", "O", "P", "O", "O", "O", "C", "N", "O", "O", "H", "H", "H", "Li", "C", "Cl", "Cl", "H", "H", "C", "C", "C", "C", "C", "C", "N", "O", "O", "H", "H", "H", "H", "H", "C", "F", "F", "F", "S", "O", "O", "N", "S", "O", "O", "C", "F", "F", "F"], "positions_angstrom": [[-3.07611, 1.93949, 3.26142], [-2.58907, 1.12950, 2.58750], [-1.67200, 1.67238, 1.20445], [-2.83710, -0.33422, 2.98843], [-1.74522, -1.01467, 3.73715], [-1.11638, -2.42722, 2.93119], [-0.50095, -0.03708, 4.32265], [0.41054, 0.45025, 3.29611], [0.27578, -0.88980, 5.23027], [-1.08703, 1.14470, 5.24517], [-3.75859, -0.38349, 3.58894], [-3.06122, -0.98256, 2.06582], [-2.29257, -3.07454, 2.61620], [-0.32814, -4.82525, -0.43608], [-1.95812, -4.17997, -0.26417], [0.51999, -4.08559, -1.78972], [0.57547, -4.54846, 1.06248], [-0.39085, -5.88824, -0.63224], [-4.28450, -1.64110, 0.71976], [4.32971, -3.02510, 2.78063], [4.56596, -4.94654, 2.86430], [4.97540, -2.34796, 1.08821], [2.50173, -2.54567, 3.11479], [4.93397, -2.58537, 3.56381], [-6.97467, -4.09623, -2.33809], [-6.48753, -3.64724, -1.31091], [-6.91699, -3.42974, -3.52760], [-7.61707, -5.30381, -2.37883], [-7.30787, -3.77720, -4.38083], [-6.45214, -2.54147, -3.53259], [-7.67692, -5.81825, -1.52230], [-8.02317, -5.69093, -3.20751], [0.44694, 4.18176, 1.88250], [1.58609, 3.70708, 0.98317], [1.03841, 3.49277, -0.42510], [2.15464, 2.38551, 1.50305], [2.68930, 4.76390, 0.97579], [-2.65310, 1.97734, 7.82989], [-3.40807, 1.77676, 9.09291], [-3.15169, 2.50392, 10.02308], [-4.23122, 0.89759, 9.10462], [-1.95496, 2.79429, 7.96584], [-2.12720, 1.05236, 7.61303], [-3.37372, 2.21174, 7.05067], [3.77234, -5.34794, 0.41127], [-4.38345, 5.40566, 8.78584], [-5.69084, 5.96872, 7.73670], [-2.80546, 5.59417, 8.01210], [-4.39488, 5.98517, 9.70174], [-4.54111, 4.35816, 9.01133], [4.66644, 0.74939, -1.26549], [4.35128, 1.91783, -1.94459], [5.04151, 2.25625, -3.09874], [6.03990, 1.41398, -3.56259], [6.36635, 0.24930, -2.89013], [5.67609, -0.08151, -1.73649], [6.75690, 1.75036, -4.79121], [6.47015, 2.77784, -5.34728], [7.60141, 0.97470, -5.18234], [4.11988, 0.48537, -0.36791], [3.56387, 2.56232, -1.57696], [4.78915, 3.16737, -3.62173], [7.14711, -0.40381, -3.25205], [5.92049, -0.99170, -1.20801], [1.27495, 1.50774, -9.05147], [0.67340, 1.73734, -10.21610], [2.40879, 0.85218, -9.32088], [1.63367, 2.69163, -8.55818], [0.20214, 0.57812, -7.89560], [-0.05759, -0.66983, -8.57298], [-0.94594, 1.42642, -7.70763], [1.23656, 0.51707, -6.69389], [0.70993, -0.22681, -5.39559], [0.54259, -1.65893, -5.50818], [-0.30676, 0.45264, -4.64035], [2.23699, -0.03588, -4.40144], [2.56748, 1.23279, -4.20495], [3.29630, -0.60885, -4.99203], [2.11062, -0.60088, -3.20205]], "forces_ev_per_a": [[-1.558, 2.346, 2.086], [0.822, -1.219, -1.342], [-0.057, -1.004, -0.038], [0.247, -1.015, -1.031], [-1.057, 2.012, 0.239], [0.470, -0.485, -0.287], [6.128, -2.296, 0.655], [-3.040, 0.578, 0.937], [-2.349, 0.931, -0.372], [-0.330, -1.489, -1.688], [0.399, 0.342, -0.106], [0.996, 1.270, 1.598], [0.340, 0.702, 0.574], [-0.163, 0.170, -0.492], [0.072, -0.080, -0.027], [0.020, 0.009, -0.003], [0.392, -0.323, 0.126], [-0.020, -0.015, 0.187], [-1.075, -0.644, -1.255], [-0.465, 0.707, -0.140], [0.081, -0.424, -0.044], [-0.186, -0.237, 0.081], [0.326, 0.069, 0.044], [0.098, -0.172, -0.011], [0.110, 0.185, 0.003], [-0.082, -0.144, -0.113], [0.011, 0.054, 0.104], [-0.001, -0.056, 0.092], [-0.008, -0.043, -0.028], [0.047, 0.029, -0.014], [0.002, -0.010, 0.063], [0.002, 0.030, -0.062], [0.412, -0.039, 0.422], [0.061, -0.052, 0.159], [0.610, -0.172, -0.146], [-0.461, -0.093, -0.181], [-0.456, 0.190, -0.244], [0.256, 0.128, -0.161], [0.360, 0.073, -0.440], [0.054, 0.380, 0.525], [-0.480, -0.482, 0.035], [-0.049, 0.015, 0.064], [-0.137, -0.053, -0.037], [0.007, -0.115, -0.025], [-0.202, 0.499, 0.146], [0.006, -0.015, 0.058], [-0.056, -0.013, 0.047], [0.009, 0.012, 0.049], [0.021, 0.065, -0.071], [0.008, 0.010, -0.057], [-0.005, -0.048, 0.053], [0.076, -0.023, 0.140], [0.023, 0.132, 0.043], [-0.367, -0.062, 0.507], [0.208, -0.370, 0.049], [-0.220, 0.357, -0.118], [-0.068, -0.180, 0.209], [-0.190, 0.687, -0.312], [0.442, -0.428, -0.132], [-0.061, 0.118, -0.001], [-0.064, 0.002, 0.019], [0.083, -0.082, -0.121], [0.009, 0.126, -0.165], [0.124, -0.111, -0.007], [0.938, 0.403, -0.143], [-0.529, -0.183, -0.150], [0.067, -0.393, 0.027], [-0.145, 0.296, 0.322], [-0.708, -0.064, -0.861], [0.375, 0.148, 0.312], [0.365, 0.015, 0.246], [-0.831, -0.450, 0.146], [-0.302, -0.495, 0.631], [0.282, 0.281, -0.192], [0.211, 0.155, -0.229], [0.920, 0.287, -0.124], [-0.355, 0.471, -0.095], [-0.002, -0.339, -0.228], [-0.412, -0.359, 0.294]]}